{
  "formula": "C33H41InN5Se",
  "method": "ωB97M-V/def2-TZVPD",
  "species": ["In", "Se", "N", "N", "N", "N", "N", "C", "C", "C", "C", "C", "C", "C", "C", "C", "C", "C", "C", "C", "C", "C", "C", "C", "C", "C", "C", "C", "C", "C", "C", "C", "C", "C", "C", "C", "C", "C", "C", "C", "H", "H", "H", "H", "H", "H", "H", "H", "H", "H", "H", "H", "H", "H", "H", "H", "H", "H", "H", "H", "H", "H", "H", "H", "H", "H", "H", "H", "H", "H", "H", "H", "H", "H", "H", "H", "H", "H", "H", "H", "H"],
  "xyz": [[0.23205, 0.33806, 0.38224], [1.62559, -1.07147, 1.99667], [1.03080, -0.78298, 5.05043], [1.53377, 1.59751, -1.60585], [2.00355, 2.12588, 1.92274], [0.81997, 0.13746, -3.05078], [1.27085, -2.72349, 4.10145], [2.94589, 1.97069, 2.85728], [-1.15122, -0.40119, -4.44357], [-1.42311, 1.05263, -4.67470], [4.70515, 2.60234, 1.36462], [1.20463, -2.62530, -2.44851], [-2.69191, -3.74846, -5.41279], [4.29364, 2.22683, 2.63932], [1.36204, 2.31547, -0.37643], [1.14077, -1.39368, 3.80381], [2.40994, 2.38171, 0.66052], [-2.07927, -0.00110, 1.02332], [-2.00473, -1.35862, -4.99355], [-1.67267, 1.20624, 1.72229], [1.49890, -3.78662, 3.14953], [-2.17444, -1.36727, 1.61286], [-0.75778, -3.11673, -3.94602], [1.24333, -2.93077, 5.46097], [2.30526, 1.74683, -2.76086], [3.75746, 2.67740, 0.34488], [-2.95341, -0.54682, -1.34189], [-1.80632, -2.72125, -4.77472], [-0.06522, -0.83158, -3.66073], [0.67710, 0.55240, -1.76274], [1.08256, -1.73193, 6.04389], [-2.31391, 1.80930, -0.41000], [-1.82353, 2.31222, 0.82920], [1.87453, 0.84211, -3.63512], [0.90276, 0.61101, 5.45003], [-1.40003, 3.69919, 1.14517], [-2.45861, 2.61753, -1.64405], [0.10604, -2.18884, -3.36466], [-1.20778, 1.28030, 3.12485], [-2.50787, 0.39768, -0.28934], [-3.32440, -3.28820, -6.18089], [3.11528, 2.43975, -2.81212], [2.20327, 0.59451, -4.62333], [-0.47843, 2.09719, 3.22325], [5.73484, 2.84965, 1.16121], [-1.27309, 4.29722, 0.22922], [-1.38157, -1.52445, 2.36192], [-2.03843, -2.13367, 0.83341], [2.61511, 1.58164, 3.81805], [-2.50563, 1.22433, -4.73553], [2.46706, -4.26188, 3.34548], [-0.43972, 3.70777, 1.69012], [1.50328, -3.36781, 2.13047], [3.97469, 2.96187, -0.67652], [-0.98374, 1.38008, -5.62506], [0.73836, 3.20496, -0.49140], [-1.02115, 1.68522, -3.87822], [-1.46281, 2.97062, -1.98056], [1.74127, 0.86801, 6.11219], [-2.10225, -4.54832, -5.88414], [1.35083, -3.93011, 5.83450], [-2.84188, -1.03707, -5.61749], [-2.89629, -0.08187, -2.33664], [0.68278, -4.51022, 3.23741], [-3.14411, -1.55728, 2.10836], [4.96603, 2.12204, 3.48559], [-0.02504, 0.72658, 6.02950], [0.89445, 1.28442, 4.59819], [-2.30120, -1.43958, -1.36168], [1.14201, -2.17465, -1.44700], [1.01307, -1.43107, 7.07775], [-3.35254, -4.22829, -4.67508], [-2.14293, 4.20386, 1.78819], [-0.59249, -4.18038, -3.75968], [-2.01515, 1.43909, 3.86339], [1.13069, -3.70979, -2.33699], [-3.08668, 3.50715, -1.47026], [2.18856, -2.39231, -2.87546], [-0.69330, 0.34044, 3.37698], [-2.90200, 2.02583, -2.45503], [-3.99155, -0.88795, -1.17185]],
  "forces_ev_per_angstrom": [[-0.478, 0.147, -0.733], [0.223, 0.880, 0.794], [-0.614, 0.049, -0.755], [0.693, -0.364, -1.071], [0.753, -0.151, 0.001], [0.130, -0.303, 0.241], [-0.864, -0.029, 0.759], [-0.067, 0.543, -0.505], [0.419, -0.243, 0.274], [-0.071, 0.335, -0.167], [-0.440, 0.126, -0.381], [0.141, -0.443, -0.101], [-0.312, -0.274, -0.134], [-0.121, -0.167, 0.242], [-0.872, 0.221, 0.826], [2.474, -0.755, 1.350], [0.452, 0.420, -0.530], [-0.391, 1.128, -0.442], [0.134, -0.256, -0.021], [-0.561, 0.182, -1.028], [-0.161, -0.480, -0.241], [-0.099, -0.420, 0.219], [0.039, 0.127, -0.012], [-0.018, -0.303, -0.364], [-0.032, 0.423, 1.395], [-0.374, -0.423, 0.978], [-0.107, -0.348, -0.351], [0.270, 0.294, 0.113], [-0.263, 0.280, -0.045], [-1.034, 0.940, -1.573], [0.042, -0.123, 0.400], [-0.202, -0.730, 1.260], [-0.281, -1.488, -0.234], [-0.535, -0.996, -1.153], [0.042, -0.062, 0.075], [0.036, 0.477, 0.145], [0.121, 0.350, -0.308], [0.010, 0.243, -0.157], [0.183, -0.084, 0.460], [0.650, 0.949, 0.904], [0.089, -0.143, 0.124], [0.203, 0.283, -0.160], [0.185, 0.058, -0.271], [-0.157, -0.168, 0.097], [0.224, -0.021, 0.026], [-0.052, -0.092, 0.281], [-0.236, -0.043, -0.189], [-0.028, 0.139, 0.244], [0.137, 0.315, -0.140], [0.233, -0.005, -0.003], [-0.114, 0.045, -0.035], [-0.242, 0.018, -0.212], [-0.016, -0.345, 0.597], [0.282, -0.045, 0.134], [-0.027, 0.020, 0.113], [0.058, -0.235, 0.107], [-0.037, -0.181, -0.138], [-0.365, -0.037, -0.053], [-0.051, -0.018, -0.198], [-0.134, 0.224, 0.103], [-0.058, -0.015, 0.351], [0.182, -0.014, 0.177], [-0.108, -0.218, 0.228], [0.198, -0.063, 0.015], [0.218, 0.070, -0.147], [0.149, -0.027, -0.285], [0.173, 0.089, -0.295], [-0.101, -0.231, 0.068], [-0.257, 0.219, -0.095], [0.004, 0.064, -0.221], [-0.078, -0.209, -0.053], [0.155, 0.140, -0.155], [0.211, 0.034, -0.193], [-0.060, 0.260, 0.025], [0.164, -0.026, -0.187], [0.174, 0.028, 0.124], [0.143, -0.199, -0.180], [-0.120, 0.060, 0.178], [-0.216, 0.315, 0.094], [0.067, 0.259, 0.158], [0.291, 0.023, -0.164]],
  "de_lowest_kcal_mol": 0.00,
  "energy_ev": -112852.1588,
  "total_charge": -1,
  "gap_ev": [2.69, 2.75],
  "lumo_energy_ev": [2.6, 2.6],
  "max_force_ev_per_a": 2.9
}